1.
Computed, not measured: a molecular structure, C25H19N6O2RuS4 in a non-equilibrium geometry, with wB97M-V/def2-TZVPD.

Structure (XYZ):
```
57
Properties=species:S:1:pos:R:3:nbo_charge:R:1
Ru -0.0534 -0.5896 0.9935 0.71
S -0.1206 -0.8209 3.4598 -0.14
C 1.5551 -0.5075 3.8438 -0.32
C 1.8473 -0.0786 5.1807 0.26
N 2.0336 0.3042 6.2515 -0.32
C 2.5285 -0.6551 2.9319 -0.27
S 2.2390 -1.2452 1.3184 -0.01
C 3.8819 -0.3037 3.2677 0.26
N 4.9572 0.0250 3.5111 -0.29
O 1.7911 -1.0969 -2.6213 -0.93
S 0.8141 -0.3431 -1.8906 2.33
O 1.2954 0.5952 -0.8946 -0.97
N -0.1907 -1.2274 -1.0058 -0.90
C -0.8438 -2.3753 -1.3885 0.15
C -0.9625 -2.8896 -2.6571 -0.24
C -1.6640 -4.0943 -2.8646 -0.18
C -2.2363 -4.7738 -1.8285 -0.21
C -2.1273 -4.2645 -0.5140 -0.09
C -2.6483 -4.9127 0.6269 -0.11
C -2.4648 -4.3622 1.8613 -0.26
C -1.7684 -3.1465 1.9773 0.09
N -1.2789 -2.5106 0.9379 -0.40
C -1.4382 -3.0559 -0.3042 0.20
C -0.1905 0.5166 -3.0624 -0.28
C -1.3850 1.0908 -2.6465 -0.21
C -2.1854 1.7171 -3.5881 -0.20
C -1.7915 1.7627 -4.9209 -0.19
C -0.5949 1.1844 -5.3231 -0.22
C 0.2139 0.5504 -4.3902 -0.20
H -0.4950 -2.3746 -3.4858 0.23
H -1.7371 -4.4890 -3.8698 0.22
H -2.7655 -5.7036 -1.9944 0.22
H -3.1798 -5.8494 0.5055 0.22
H -2.8394 -4.8418 2.7546 0.23
H -1.6082 -2.6934 2.9457 0.23
H -1.6738 1.0542 -1.6029 0.25
H -3.1227 2.1651 -3.2836 0.22
H -2.4219 2.2523 -5.6533 0.22
H -0.2940 1.2162 -6.3625 0.22
H 1.1464 0.0779 -4.6708 0.25
C 1.7203 3.2942 4.1451 -0.67
C 1.2487 3.1074 2.7453 0.34
C 1.8305 3.6832 1.6467 -0.32
C 1.2324 3.4937 0.4016 0.35
N 0.1152 2.7828 0.2645 -0.46
C -0.3839 2.1393 1.3049 0.29
S -1.7961 1.1437 1.1736 -0.13
N 0.1618 2.3320 2.5377 -0.52
C 1.8206 4.0591 -0.8444 -0.66
H 2.5819 3.9555 4.1725 0.24
H 1.9963 2.3463 4.5982 0.27
H 0.9215 3.7255 4.7517 0.24
H 2.7189 4.2878 1.7529 0.24
H -0.2682 1.8265 3.3135 0.46
H 2.6474 4.7342 -0.6364 0.22
H 1.0541 4.5662 -1.4298 0.25
H 2.1771 3.2158 -1.4418 0.27
```

The energy above the lowest of the compared OMol25 structures with the same formula, charge and spin is 45.13 kcal/mol. As for the charge: 0. The spin multiplicity is 2. As for the HOMO energy (spin up / spin down): -7.5 / -7.4 eV. Its largest force on an atom is 3.33 eV/Å. For the HOMO-LUMO gap (spin up / spin down), the calculation gives 0.223 / 0.220 Ha.



2.
Computed, not measured: C6H12N2O2S2 in the gas phase in a non-equilibrium geometry, with wB97M-V/def2-TZVPD.

Structure (XYZ):
```
24
Properties=species:S:1:pos:R:3:nbo_charge:R:1
C 0.9895 2.4825 0.5678 0.87
C -1.6384 -3.3968 -0.1153 -0.44
C -1.9242 -2.2341 0.7446 -0.55
C -1.2442 -2.9585 -1.5622 -0.53
C 0.0347 -0.2816 0.6574 -0.18
C 2.8984 3.9511 -0.0351 -0.43
N -0.6406 0.8403 0.5861 -0.27
N 1.6842 3.2511 -0.3116 -0.62
O 1.1438 2.3305 1.7592 -0.61
O -0.1196 1.9116 -0.1088 -0.38
S -0.4134 -1.6480 1.6165 0.25
S 0.5637 -2.5394 -1.5266 -0.10
H -0.9776 -4.3046 0.2908 0.23
H -2.6532 -3.8261 -0.1684 0.20
H -2.4697 -1.4688 0.0354 0.23
H -2.7675 -2.6234 1.4261 0.23
H -1.2693 -3.7669 -2.2578 0.23
H -1.8541 -2.1066 -1.8296 0.20
H -1.2667 1.1952 1.3929 0.40
H 0.7467 -0.4101 -0.0407 0.21
H 3.6661 3.8118 -0.8162 0.20
H 3.0129 5.0733 0.0448 0.21
H 3.1909 3.4244 0.9329 0.24
H 1.3078 3.2932 -1.2823 0.41
```

The energy above the lowest of the compared OMol25 structures with the same formula, charge and spin is 63.34 kcal/mol. As for the charge: 0. As for the HOMO energy (spin up / spin down): -8.2 / -6.6 eV. Its largest force on an atom is 4.72 eV/Å. For the HOMO-LUMO gap (spin up / spin down), the calculation gives 0.312 / 0.190 Ha.



3.
Computed, not measured: 13 unconnected molecules or ions with the total composition C5H38N3O12 in a non-equilibrium geometry, with wB97M-V/def2-TZVPD.

Structure (XYZ):
```
58
Properties=species:S:1:pos:R:3:nbo_charge:R:1
C 2.5646 -0.3390 -1.8486 -0.23
C 1.9487 1.0338 -1.5738 -0.42
C 1.9426 1.3690 -0.0870 -0.40
C 0.6452 0.8482 0.5901 -0.26
N -0.4002 1.8577 0.5083 -0.54
C -1.6588 1.5133 0.4326 0.39
N -2.1941 0.3308 0.2847 -0.79
N 1.5603 -1.4147 -1.9114 -0.85
H 3.1010 -0.3810 -2.7982 0.19
H 3.2932 -0.5876 -1.0764 0.20
H 2.5590 1.7653 -2.1200 0.22
H 1.0033 1.2049 -2.1042 0.19
H 2.0415 2.4402 0.0629 0.21
H 2.7400 0.8161 0.4045 0.23
H 0.3916 -0.0994 0.1429 0.22
H 0.9553 0.6823 1.6108 0.23
H -0.0930 2.8422 0.5408 0.47
H -2.2760 2.3837 0.6208 0.20
H -3.1179 0.1950 -0.1351 0.45
H -1.7160 -0.5768 0.4113 0.45
H 0.6963 -1.0199 -2.2307 0.34
H 1.4056 -1.8253 -1.0007 0.37
H -2.2582 3.2420 -1.5750 0.49
H -0.8702 2.5851 -2.0081 0.50
O -1.3087 3.3633 -1.6385 -0.97
H 1.3422 4.7976 0.0010 0.49
H -0.1913 4.6252 -0.5053 0.52
O 0.4333 4.6179 0.2493 -0.98
H 1.4607 2.5212 3.4060 0.48
H 1.3287 0.9818 3.6456 0.50
O 1.9748 1.7093 3.4857 -1.00
H -2.0236 -0.7218 3.1389 0.48
H -1.8892 -2.3130 3.0530 0.52
O -1.6886 -1.5238 3.5670 -0.98
H 3.8162 -1.2816 3.2263 0.48
H 3.3810 0.1743 2.8222 0.51
O 3.3577 -0.7640 2.5547 -0.98
H -1.2721 -2.6787 0.2210 0.51
H -0.3280 -2.0721 1.3923 0.52
O -1.2527 -2.1684 1.0629 -1.03
H -3.2460 -1.7900 -1.5885 0.52
H -4.6492 -1.1776 -1.3192 0.50
O -3.7296 -0.9401 -1.5085 -1.01
H -2.5970 0.1329 -2.6039 0.49
H -2.0834 0.1337 -4.0188 0.48
O -1.7736 0.2895 -3.1139 -0.98
H -0.8918 -3.0634 -4.3735 0.48
H -0.4780 -1.6795 -4.4298 0.49
O -1.2162 -2.1972 -4.0896 -0.95
H -1.8535 -3.7633 -2.1468 0.49
H -1.5245 -2.3392 -2.2562 0.51
O -1.8611 -2.9683 -1.5916 -0.99
H 1.0717 -0.7680 4.9700 0.48
H -0.2402 -0.8171 4.3005 0.51
O 0.6810 -0.5601 4.1161 -0.98
H 1.9484 -2.9124 1.4261 0.49
H 1.6207 -1.5920 2.1091 0.53
O 1.4179 -2.1208 1.2956 -0.99
```

The energy above the lowest of the compared OMol25 structures with the same formula, charge and spin is 39.97 kcal/mol. As for the charge: +1. As for the HOMO energy: -11.5 eV. Its largest force on an atom is 2.06 eV/Å. For the HOMO-LUMO gap, the calculation gives 0.334 Ha.



4.
Computed, not measured: a molecular structure, C33H90N6O10 in a non-equilibrium geometry, with wB97M-V/def2-TZVPD.

Structure (XYZ):
```
139
Properties=species:S:1:pos:R:3:lowdin_charge:R:1
C 2.1636 -0.2271 4.4404 -0.08
O 2.0081 -0.9055 3.2316 -0.22
H 3.1710 0.1806 4.5250 0.12
H 1.5193 0.6520 4.4310 0.06
H 1.9213 -0.7203 5.3818 0.12
H 1.1313 -0.7712 2.8643 -0.24
C 0.1317 1.8043 3.4496 -0.14
O -0.3972 0.6377 3.9748 -0.27
H 0.5549 1.4569 2.5070 0.06
H -0.7123 2.4914 3.3906 0.08
H 0.9073 2.1564 4.1298 0.12
H -0.9470 0.8525 4.7318 0.14
C 2.5981 2.6788 0.7049 -0.25
O 2.8839 4.0408 0.5048 -0.02
H 2.3692 2.5457 1.7622 0.12
H 1.6639 2.3699 0.2358 0.06
H 3.3517 1.9050 0.5586 -0.13
H 3.0433 4.2054 -0.4274 0.09
C -1.2371 2.2921 -4.0328 -0.16
O -1.1242 2.9003 -2.7675 -0.06
H -1.4823 1.2302 -4.0548 0.01
H -2.1644 2.5776 -4.5295 0.14
H -0.4400 2.4506 -4.7591 0.17
H -1.5017 2.3776 -2.0562 0.04
C 6.3583 -1.4917 -2.3020 -0.04
C 6.4550 0.0199 -2.2155 -0.49
C 5.8460 0.7289 -1.0173 -0.18
O 4.4399 0.4314 -0.9364 -0.08
C 3.8277 1.3516 -0.1322 -0.35
N 7.8469 0.3710 -2.3119 0.03
H 5.3413 -1.5627 -2.6877 0.07
H 6.4052 -1.8177 -1.2630 0.09
H 7.0854 -1.8345 -3.0381 0.08
H 5.9145 0.4281 -3.0694 0.13
H 6.1194 1.7641 -1.2215 0.12
H 6.4869 0.5859 -0.1473 0.13
H 3.9548 2.3311 -0.5932 0.15
H 4.2717 1.3151 0.8626 0.17
H 2.8056 0.9805 -0.0568 0.06
H 7.8973 1.2683 -2.7729 0.07
H 8.3211 -0.2624 -2.9396 0.06
C -1.4872 -0.9880 3.4517 -0.05
C 0.0514 -1.2629 3.2627 -0.25
C 0.5282 -2.7911 3.4968 -0.08
O 0.3723 -3.4913 4.7549 -0.19
C 0.7913 -4.8703 4.6684 -0.09
N 0.4515 -0.4281 2.1052 -0.10
H -1.8299 0.0382 3.3190 0.12
H -1.7285 -1.3464 4.4524 0.12
H -2.0912 -1.6059 2.7873 0.05
H 0.5239 -0.7500 4.1004 0.10
H 1.5244 -2.9809 3.0972 0.14
H -0.2455 -3.2764 2.9017 0.11
H 0.5174 -5.5141 5.5042 0.08
H 1.8801 -4.8662 4.6176 0.08
H 0.3651 -5.2715 3.7489 0.08
H -0.0572 0.4340 1.9706 0.13
H 0.0610 -0.8829 1.2924 -0.01
C 0.4162 -2.6314 -0.8481 -0.09
C 0.3684 -3.0543 -2.2678 -0.41
C -0.4548 -2.1758 -3.2599 -0.20
O -0.0489 -0.8101 -3.1907 -0.15
C -0.7998 -0.0637 -4.1417 -0.16
N 1.7078 -3.2777 -2.6296 0.05
H 0.8526 -1.6372 -0.7522 0.05
H 0.7369 -3.3404 -0.0848 0.12
H -0.6305 -2.5732 -0.5497 0.05
H -0.1343 -4.0214 -2.2785 0.14
H -1.5385 -2.2924 -3.2521 0.07
H -0.2515 -2.4919 -4.2830 0.13
H -0.7755 -0.5123 -5.1349 0.13
H -0.5136 0.9513 -4.4173 0.04
H -1.8590 0.0274 -3.9013 0.10
H 2.2976 -3.3832 -1.8165 0.08
H 2.0218 -2.4006 -3.0196 0.08
C 0.3841 3.2252 1.4713 -0.12
C -0.8001 4.1985 1.4639 -0.32
C -1.4808 4.3447 0.1075 -0.15
O -1.9781 3.0943 -0.2392 -0.23
C -2.8064 3.0880 -1.4106 -0.12
N -1.7926 3.8715 2.4983 0.03
H 0.1540 2.1903 1.2179 0.06
H 1.0436 3.3281 2.3330 0.10
H 1.0463 3.4444 0.6338 0.06
H -0.2732 5.0956 1.7890 0.15
H -0.7935 4.7030 -0.6589 0.14
H -2.2978 5.0611 0.1927 0.12
H -2.2382 3.2512 -2.3263 0.00
H -3.5548 3.8753 -1.5013 0.14
H -3.3041 2.1183 -1.4139 0.11
H -2.3628 3.1748 2.0405 0.07
H -2.5424 4.5251 2.6734 0.08
C -1.4417 1.2169 -0.6846 -0.23
C -0.0098 1.3589 -1.2847 -0.17
C 1.0307 0.4587 -0.5736 -0.04
O 1.1774 0.8435 0.8531 -0.29
C 1.9332 -0.0212 1.6259 -0.28
N 0.1040 1.4428 -2.7592 -0.02
H -1.3003 1.5634 0.3391 0.09
H -1.7013 0.1608 -0.6111 -0.01
H -2.1659 1.8902 -1.1432 -0.01
H 0.5106 2.2611 -0.9632 0.13
H 2.0059 0.5638 -1.0489 0.13
H 0.7542 -0.5725 -0.7934 0.07
H 2.0116 0.2215 2.6856 0.05
H 2.9640 -0.0137 1.2717 0.12
H 1.5089 -1.0247 1.5944 0.13
H -0.3512 2.2172 -3.2209 -0.17
H 1.0764 1.6015 -2.9811 0.13
C -1.2750 -1.3170 0.9318 -0.03
C -2.4870 -1.0185 0.0073 -0.33
C -1.8845 -1.0094 -1.4834 -0.15
C -2.9505 -1.2482 -2.4882 -0.18
C -3.8879 -2.4720 -2.2540 -0.08
C -4.5162 -2.3007 -0.8721 -0.50
N -3.5139 -2.0074 0.1346 -0.10
O -3.9490 -2.0822 1.4383 0.02
C -5.6084 -1.2181 -0.8166 -0.02
C -5.1862 -3.6871 -0.6375 -0.04
C -2.9812 0.3592 0.3823 -0.06
H -0.5052 -0.5457 0.9071 0.07
H -1.6321 -1.2861 1.9611 -0.01
H -0.8524 -2.3187 0.8545 0.11
H -1.4967 -0.0404 -1.7976 0.10
H -1.0798 -1.7186 -1.6769 0.07
H -3.5582 -0.3539 -2.6263 0.13
H -2.5175 -1.4905 -3.4587 0.08
H -3.3355 -3.4113 -2.2284 0.13
H -4.6494 -2.4172 -3.0320 0.13
H -5.2512 -0.2924 -1.2678 0.07
H -5.9783 -0.9509 0.1733 0.08
H -6.5504 -1.5916 -1.2182 0.08
H -5.8338 -3.5972 0.2347 0.07
H -4.4754 -4.4553 -0.3331 0.08
H -5.8630 -4.0527 -1.4097 0.09
H -2.1699 0.8807 0.8903 0.08
H -3.0970 0.9347 -0.5361 0.08
H -3.8354 0.4014 1.0580 0.12
H -3.4003 -2.6989 1.9284 0.11
```

The energy above the lowest of the compared OMol25 structures with the same formula, charge and spin is 1620.41 kcal/mol. As for the charge: 0. As for the HOMO energy: -5.3 eV. Its largest force on an atom is 18.93 eV/Å. For the HOMO-LUMO gap, the calculation gives 0.209 Ha.



5.
Computed, not measured: a molecular structure, C8H13O5P in a non-equilibrium geometry, with wB97M-V/def2-TZVPD.

Structure (XYZ):
```
27
Properties=species:S:1:pos:R:3:nbo_charge:R:1
O -0.9072 1.5007 1.1601 -0.60
O 1.3720 1.6067 0.9946 -0.49
O 1.0971 -2.2919 -2.6381 -0.87
O -0.9247 -0.6205 -2.5021 -0.74
O -1.5475 -2.7886 -1.3306 -0.79
C 0.1572 1.1716 0.6388 0.78
C 0.8603 -1.0438 -0.0795 -0.17
C 0.0946 0.1482 -0.3826 -0.27
C -0.7239 0.3070 -1.5420 0.42
C 0.7714 -2.1536 -0.8966 -0.69
C 1.3791 2.2981 2.2338 -0.27
C -2.7557 -2.9145 -2.1243 -0.29
C -1.3507 1.6578 -1.9228 -0.66
P -0.3812 -2.1364 -2.2570 2.03
H 1.3756 -2.1329 -1.7213 0.40
H 1.3569 -1.1016 0.9039 0.22
H 1.2075 -3.1301 -0.6398 0.27
H 2.3100 2.8358 2.3969 0.20
H 1.2699 1.5909 3.0700 0.19
H 0.5891 3.0725 2.2798 0.21
H -3.5178 -3.4842 -1.5871 0.20
H -2.5951 -3.4039 -3.0988 0.18
H -3.1822 -1.8957 -2.2632 0.19
H -2.4369 1.6221 -1.8707 0.23
H -1.0573 2.4773 -1.2311 0.24
H -1.0006 1.8633 -2.9497 0.23
H -0.7846 -2.8640 -3.3583 -0.12
```

The energy above the lowest of the compared OMol25 structures with the same formula, charge and spin is 74.09 kcal/mol. As for the charge: 0. As for the HOMO energy: -7.6 eV. Its largest force on an atom is 17.14 eV/Å. For the HOMO-LUMO gap, the calculation gives 0.292 Ha.



6.
Computed, not measured: 2 unconnected molecules or ions with the total composition C2H3N3 in a non-equilibrium geometry, with wB97M-V/def2-TZVPD.

Structure (XYZ):
```
8
Properties=species:S:1:pos:R:3:nbo_charge:R:1
C 0.2520 -1.6734 0.1953 -0.25
C 1.1416 -0.9907 -0.2078 -0.25
N -0.9531 1.6745 0.4641 -0.23
N -0.4418 1.7845 -0.9173 -0.05
N -1.3632 0.9629 -0.6984 -0.09
H -0.2220 -2.4742 0.6940 0.24
H 2.0327 -0.4452 -0.6158 0.26
H -0.4460 1.1616 1.0859 0.39
```

The energy above the lowest of the compared OMol25 structures with the same formula, charge and spin is 77.23 kcal/mol. As for the charge: 0. The spin multiplicity is 3. As for the HOMO energy (spin up / spin down): -7.8 / -10.9 eV. Its largest force on an atom is 7.69 eV/Å. For the HOMO-LUMO gap (spin up / spin down), the calculation gives 0.332 / 0.311 Ha.



7.
Computed, not measured: a molecular structure, C15H13GaN3O6 in a non-equilibrium geometry, with wB97M-V/def2-TZVPD.

Structure (XYZ):
```
38
Properties=species:S:1:pos:R:3:nbo_charge:R:1
C -0.1047 0.3118 -2.3326 -0.37
C 1.0913 -0.4172 -2.0670 -0.33
C 1.9560 0.4227 -1.3088 -0.39
C 1.2886 1.6602 -1.0893 -0.36
C 0.0117 1.5920 -1.7231 -0.37
Ga 0.0000 0.0000 0.0000 1.72
C -0.6419 -2.0122 -0.0894 -0.91
C -1.9687 -1.3272 -0.2336 0.19
C -3.0440 -1.7902 -0.9334 -0.64
N -1.8830 -0.0445 0.3622 -1.07
H 2.9395 0.1474 -0.9237 0.23
H 1.3030 -1.4369 -2.3886 0.23
H 1.6729 2.5038 -0.5132 0.23
H -0.7493 2.3749 -1.7239 0.23
H -0.9868 -0.0776 -2.8456 0.24
H -0.4392 -2.7992 -0.8269 0.21
H -2.7415 0.5092 0.3210 0.36
H -0.4607 -2.3505 0.9472 0.24
H -3.0450 -2.8046 -1.3422 0.18
H -3.9547 -1.1883 -1.0415 0.17
O 0.5860 -0.9791 2.8195 -0.64
C 0.8443 0.3043 2.6843 0.76
O 0.6246 0.9060 1.5274 -0.82
C 1.5642 1.0162 3.7663 -0.16
C 1.8553 2.3853 3.6585 -0.04
C 2.5800 3.0517 4.6663 -0.03
C 3.0207 2.3192 5.7854 -0.13
C 2.7438 0.9453 5.9108 -0.02
C 2.0078 0.3082 4.8964 -0.07
N 3.2146 0.2064 7.0416 0.53
O 3.8576 0.7443 7.8924 -0.38
O 2.9927 -0.9637 7.1361 -0.37
N 2.8733 4.4467 4.5509 0.53
O 2.5013 5.0681 3.6016 -0.37
O 3.4930 5.0083 5.4047 -0.39
H 1.5216 2.9336 2.7864 0.26
H 3.5876 2.8190 6.5602 0.27
H 1.7991 -0.7510 4.9794 0.28
```

As for the charge: -1. As for the HOMO energy: -3.9 eV. Its largest force on an atom is 6.46 eV/Å. For the HOMO-LUMO gap, the calculation gives 0.175 Ha.



8.
Computed, not measured: a molecular structure, C5H7NO2 in a non-equilibrium geometry, with wB97M-V/def2-TZVPD.

Structure (XYZ):
```
15
Properties=species:S:1:pos:R:3:nbo_charge:R:1
C -1.5274 -0.1047 -0.1862 -0.11
C -0.4329 0.7042 -0.8803 0.02
C 1.6095 0.6677 0.3032 0.10
C 1.7695 -0.6715 0.2520 -0.06
C -0.3957 -0.7926 -0.9329 0.06
H -1.9226 1.0582 1.6929 0.34
H -0.2798 -0.6093 1.6777 0.43
H -2.5175 -0.0423 -0.4730 0.21
H -0.7256 1.4816 -1.6296 0.22
H 2.5459 1.2281 0.5820 0.20
H 2.8132 -1.2954 0.1915 0.23
H -0.5448 -1.2170 -1.8742 0.20
N -1.4442 -0.2343 1.3166 -0.85
O 0.5482 1.2966 -0.0220 -0.47
O 0.5042 -1.4693 -0.0177 -0.53
```

The energy above the lowest of the compared OMol25 structures with the same formula, charge and spin is 158.09 kcal/mol. As for the charge: 0. As for the HOMO energy: -8.6 eV. Its largest force on an atom is 5.57 eV/Å. For the HOMO-LUMO gap, the calculation gives 0.341 Ha.